Entry 1:
A structure of composition C31H58N3PPdSbSi3. Source: the Open Molecules 2025 dataset; level of theory: ωB97M-V/def2-TZVPD.

Summary:
* frontier orbital gap (alpha / beta): 8.22 / 5.88 eV
* expectation value of S²: 6.023
* charge: +3
* energy relative to the best compared isomer or geometry (same formula, charge and spin): 0.000 eV
* multiplicity: 5
* HOMO level (alpha / beta): -16.13 / -17.03 eV

Geometry as XYZ:
```
98
C31H58N3PPdSbSi3, DFT ωB97M-V/def2-TZVPD
Pd -0.14193 -0.01574 0.58415
C 1.48742 3.45724 -0.37057
Sb 2.58014 1.87838 1.04484
C 1.97871 0.14009 -0.09076
C 2.32099 -1.16735 0.53620
C 3.57836 -1.72732 0.68212
C 3.67299 -2.99842 1.23345
C 2.51834 -3.66967 1.61192
C 1.29594 -3.04911 1.42981
N 1.20832 -1.82520 0.90351
Si 2.13930 0.00014 -2.01990
C 1.55306 -1.71881 -2.39974
C 1.05320 1.21460 -2.92552
C 3.93038 0.26104 -2.40330
C 1.60942 2.11812 2.98240
C 0.55270 1.14604 3.45152
C 0.09188 1.26608 4.77130
C -0.75823 0.33679 5.32832
C -1.15409 -0.76015 4.57139
C -0.72948 -0.81187 3.27209
N 0.06829 0.12850 2.71090
Si 3.22444 1.81067 4.11159
C 2.89992 1.81892 5.93149
C 3.79340 0.10466 3.60276
C 4.52670 3.07340 3.72714
Si 0.92210 3.92873 2.98322
C 0.39482 4.49330 4.66516
C -0.67956 3.82755 1.94637
C 2.28390 5.08854 2.42812
H 1.95442 3.10461 -1.28410
H 1.86638 4.39998 0.00391
H -0.27196 2.55400 -0.81129
H 4.46017 -1.18603 0.36418
H 4.64143 -3.46480 1.36199
H 2.55792 -4.66368 2.03478
H 0.36999 -3.54232 1.70057
H 0.63494 -1.95896 -1.85631
H 2.29628 -2.47604 -2.14084
H 1.34795 -1.80941 -3.46916
H 0.04960 1.31277 -2.50004
H 0.91530 0.82194 -3.93743
H 1.48832 2.20771 -3.04874
H 4.52506 -0.61131 -2.12622
H 4.34429 1.13842 -1.89974
H 4.05633 0.41242 -3.47962
H 0.43610 2.09740 5.36345
H -1.08923 0.44864 6.35328
H -1.78456 -1.53931 4.97654
H -1.02048 -1.63063 2.62887
H 2.31906 0.96163 6.27026
H 2.43971 2.73418 6.30553
H 3.88529 1.74578 6.40404
H 2.95098 -0.56044 3.38350
H 4.37061 -0.36061 4.40636
H 4.45439 0.13283 2.73002
H 4.28773 4.04863 4.15389
H 4.75313 3.20652 2.66769
H 5.45412 2.73872 4.20302
H -0.53869 4.04402 5.00773
H 0.23147 5.57514 4.61252
H 1.16583 4.32955 5.42087
H -1.03039 2.79252 2.05773
H -1.75907 3.94023 0.09234
H -1.42839 4.43820 2.46212
H 2.75661 5.47511 3.33354
H 1.90265 5.95907 1.89538
H 3.08613 4.65593 1.82933
C -3.43960 -3.40265 -0.46416
C -2.09615 -2.66282 -0.41734
P -2.25557 -0.88061 -0.08987
C -2.92456 -0.17048 -1.62580
C -2.96622 1.35247 -1.73092
C -3.50091 -0.68052 1.22159
C -3.56384 0.70438 1.87232
H -3.26201 -4.43827 -0.75071
H -4.11819 -2.97523 -1.20270
H -3.93811 -3.40973 0.50372
H -1.57352 -2.75636 -1.37229
H -1.43599 -3.08902 0.34015
H -3.93563 -0.58306 -1.69740
H -2.34536 -0.60267 -2.44516
H -3.55034 1.80884 -0.93270
H -3.42477 1.64355 -2.67513
H -1.96242 1.78484 -1.72582
H -3.28666 -1.44546 1.97128
H -4.45744 -0.94665 0.76465
H -2.59115 1.00835 2.26601
H -4.26257 0.68751 2.70781
H -3.91075 1.46908 1.17877
C -0.32780 6.03044 -1.30890
C -0.57212 5.69390 0.15911
C -0.76352 4.20270 0.45706
N 0.14030 3.34594 -0.33635
H -0.46661 7.09698 -1.47365
H -1.02964 5.50759 -1.96319
H 0.68435 5.78998 -1.63794
H -1.50430 6.16477 0.47796
H 0.19993 6.11937 0.79655
```

Entry 2:
A cluster of 3 separate species, C31H58N4 in total at a distorted geometry. Source: the Open Molecules 2025 dataset; level of theory: ωB97M-V/def2-TZVPD.

Summary:
* structure (SMILES): CCCCCCCCCCCc1ccc2nccnc2c1.CCN(CC)CC.CCN(CC)CC
* frontier orbital gap: 7.47 eV
* multiplicity: 1
* HOMO level: -8.20 eV

Geometry as XYZ:
```
93
C31H58N4, DFT ωB97M-V/def2-TZVPD
C 1.36303 -5.84220 6.23982
C 0.21275 -6.91989 5.86601
C -0.95811 -6.32618 4.93860
C -0.45675 -5.39827 3.72282
C -0.93277 -5.95228 2.25585
C -1.88826 -4.88987 1.48778
C -1.06462 -3.85016 0.55930
C -0.39075 -4.60728 -0.68512
C 0.04568 -3.66268 -1.90723
C 0.77592 -2.28873 -1.50084
C 0.42097 -1.15025 -2.63399
C -0.07359 0.14788 -1.84064
C -1.60918 0.32467 -1.55318
C -2.16888 1.53290 -0.77491
C -1.18859 2.65022 -0.20745
N -1.81347 3.70754 0.54048
C -0.78336 4.57907 1.00437
C 0.74228 4.47352 0.73041
N 1.30207 3.41692 -0.04123
C 0.31911 2.47248 -0.50229
C 0.88539 1.24039 -1.32952
H 1.99761 -6.19533 7.11999
H 0.92388 -4.78841 6.37181
H 2.06149 -5.78466 5.33018
H -0.27314 -7.25768 6.86299
H 0.66933 -7.87773 5.40117
H -1.48675 -7.23675 4.45368
H -1.72995 -5.79009 5.60044
H 0.68642 -5.29100 3.65041
H -0.97204 -4.36616 3.82335
H -1.53588 -6.92668 2.33504
H 0.01596 -6.20048 1.64889
H -2.59043 -4.38025 2.23491
H -2.56258 -5.52492 0.79706
H -0.20402 -3.35135 1.15295
H -1.75093 -2.97693 0.23898
H 0.46737 -5.28610 -0.31629
H -1.20114 -5.32599 -1.10298
H -0.86885 -3.50404 -2.57362
H 0.79523 -4.27879 -2.54212
H 1.91659 -2.45035 -1.49878
H 0.50246 -1.87148 -0.47572
H 1.36610 -0.98507 -3.25615
H -0.47032 -1.49413 -3.27739
H -2.37057 -0.45884 -1.90924
H -3.30993 1.60527 -0.61448
H -1.13027 5.46566 1.65900
H 1.44746 5.26177 1.16119
H 2.01247 1.17296 -1.53806
C 4.02321 10.24747 5.69820
C 2.91377 9.23725 5.42665
N 2.85922 8.78589 4.03973
C 1.63656 8.04904 3.72147
C 1.40560 6.71521 4.43010
C 4.08712 8.21806 3.49479
C 4.69265 7.01174 4.21203
H 3.94733 11.10561 5.02510
H 3.94336 10.61778 6.72374
H 5.01671 9.80490 5.58849
H 1.96764 9.72872 5.67497
H 3.02317 8.39696 6.12345
H 1.58515 7.88827 2.63856
H 0.78468 8.70278 3.94448
H 2.04374 5.92901 4.02532
H 0.37033 6.39595 4.27758
H 1.56858 6.78377 5.50708
H 4.84592 9.00777 3.46480
H 3.93291 7.95869 2.44106
H 4.71565 7.13474 5.29750
H 5.72776 6.87043 3.88025
H 4.15993 6.08982 3.97636
C -2.02136 -0.28059 -6.33944
C -2.53328 -1.30281 -7.35031
N -1.75449 -2.53805 -7.38367
C -2.06793 -3.38553 -8.53430
C -3.47574 -3.97241 -8.62227
C -1.60226 -3.24218 -6.11565
C -2.87346 -3.67080 -5.38452
H -0.96515 -0.05423 -6.50829
H -2.58357 0.65171 -6.43874
H -2.14369 -0.62632 -5.30931
H -2.48388 -0.82855 -8.33565
H -3.59400 -1.49710 -7.14832
H -1.33992 -4.20257 -8.58798
H -1.88950 -2.79616 -9.44178
H -3.61445 -4.79294 -7.91777
H -3.63813 -4.38118 -9.62373
H -4.24948 -3.22237 -8.44849
H -1.02215 -2.60512 -5.43820
H -0.96662 -4.12331 -6.26001
H -3.63056 -2.88334 -5.35574
H -2.63050 -3.92282 -4.34536
H -3.31526 -4.56341 -5.82847
```

Entry 3:
A cluster of 10 separate species, C31H59BBr18NO4S2 in total at a distorted geometry. Source: the Open Molecules 2025 dataset; level of theory: ωB97M-V/def2-TZVPD.

Summary:
* frontier orbital gap: 8.60 eV
* charge: +1
* energy relative to the best compared isomer or geometry (same formula, charge and spin): 0.000 eV
* multiplicity: 1
* HOMO level: -11.17 eV

Geometry as XYZ:
```
116
C31H59BBr18NO4S2, DFT ωB97M-V/def2-TZVPD
C 1.46347 2.52461 1.63107
B 0.16943 2.53361 0.74063
O -0.62979 3.65596 0.80965
N -0.26925 1.47091 -0.27120
S -2.02300 1.11330 -0.03861
C -0.18641 2.02230 -1.67507
C 1.19586 2.44149 -2.17774
C 2.08955 1.27313 -2.73955
C 3.11037 1.81034 -3.77981
S 4.59943 0.80512 -3.68993
O 4.31996 -0.41403 -4.39373
O 5.69981 1.52891 -4.24734
O 4.93131 0.51111 -2.15015
C 0.44662 0.10952 -0.18365
C -0.30595 -1.01670 0.53225
C -0.85680 -2.04437 -0.25763
C -1.52498 -3.13291 0.27117
C -1.70520 -3.23581 1.65452
C -1.15825 -2.23592 2.44683
C -0.45471 -1.13581 1.92294
C 0.14072 -0.12130 2.89133
H 1.29566 3.01996 2.59851
H 2.23088 3.12287 1.09179
H 1.91451 1.54626 1.81382
H -0.00005 4.39502 0.81913
H -2.51956 2.05199 0.80794
H -0.85673 2.89487 -1.70864
H -0.63208 1.29821 -2.37712
H 1.83199 3.01774 -1.48685
H 1.02951 3.10563 -3.04585
H 1.40418 0.53466 -3.17847
H 2.58412 0.83661 -1.85851
H 2.68786 1.60350 -4.77279
H 3.29919 2.88561 -3.67900
H 5.50146 -0.29282 -2.14583
H 1.48407 0.18175 0.16403
H 0.50389 -0.25321 -1.22147
H -0.72664 -1.98065 -1.34378
H -1.92012 -3.92423 -0.37610
H -2.23515 -4.08118 2.09305
H -1.25813 -2.30947 3.52093
H 1.23269 -0.11230 2.75530
H -0.02716 -0.51637 3.90987
H -0.33177 0.87176 2.86794
Br 6.10317 -2.52297 -2.47928
C 5.79492 -4.20009 -1.53869
C 4.65098 -4.08946 -0.56518
Br 5.16498 -3.13153 1.04992
H 6.73486 -4.47279 -1.06728
H 5.56030 -4.92170 -2.31886
H 4.34500 -5.07650 -0.22353
H 3.79205 -3.56895 -0.97835
Br -6.39164 0.61495 -3.08166
C -5.88806 2.13669 -1.98962
C -5.26416 3.21626 -2.82878
Br -3.44609 2.71695 -3.31069
H -5.21778 1.76387 -1.21978
H -6.80989 2.48374 -1.52572
H -5.17708 4.14469 -2.26949
H -5.79796 3.40815 -3.75454
Br 9.46083 -2.78167 1.30505
C 8.97002 -0.94886 1.73978
C 8.00795 -0.38352 0.72943
Br 8.91212 0.10613 -0.92162
H 9.89364 -0.38219 1.81115
H 8.50367 -1.00376 2.72206
H 7.56650 0.54161 1.09720
H 7.21676 -1.07862 0.46187
Br -5.61884 6.73257 -2.85511
C -5.80466 7.11752 -0.95525
C -4.72417 8.04767 -0.47432
Br -3.02978 7.10941 -0.26099
H -5.80495 6.16299 -0.43636
H -6.78374 7.58178 -0.85368
H -4.96382 8.43344 0.51464
H -4.54440 8.87776 -1.15071
Br -2.70105 -0.66366 3.96202
C -4.13020 0.00327 5.11698
C -5.45961 -0.58569 4.72913
Br -6.16554 0.25923 3.12235
H -4.11213 1.08866 5.05560
H -3.85275 -0.30470 6.12423
H -6.20287 -0.39686 5.50124
H -5.41100 -1.65239 4.53006
Br 0.42906 -1.43554 5.97839
C 2.26133 -1.53072 6.62968
C 3.23570 -1.04559 5.59118
Br 3.52530 -2.37098 4.19435
H 2.43630 -2.55729 6.93746
H 2.28545 -0.88386 7.50491
H 4.21525 -0.88257 6.03730
H 2.90657 -0.13707 5.09510
Br -3.22408 -2.01960 -3.41608
C -3.29243 -3.90389 -3.89668
C -4.45701 -4.58313 -3.23478
Br -4.09600 -4.92634 -1.35104
H -2.33391 -4.33819 -3.62801
H -3.39955 -3.91747 -4.97958
H -4.63196 -5.56318 -3.67479
H -5.37219 -4.00011 -3.28102
Br 2.16392 2.39860 5.39662
C 0.69740 3.01296 6.52394
C -0.60612 2.37096 6.12632
Br -1.33197 3.17570 4.50476
H 0.67846 4.09648 6.45446
H 0.97410 2.72246 7.53558
H -1.36254 2.53906 6.89089
H -0.51555 1.30460 5.93659
Br -0.99636 -6.78790 -6.43093
C -2.02184 -6.24762 -7.99551
C -1.54821 -4.92446 -8.53553
Br -2.17711 -3.44576 -7.43687
H -3.06635 -6.23568 -7.69914
H -1.86390 -7.03725 -8.72758
H -1.96569 -4.74407 -9.52429
H -0.46644 -4.84369 -8.58282
```

Entry 4:
A structure of composition C31H59Br18N2 at a distorted geometry. Source: the Open Molecules 2025 dataset; level of theory: ωB97M-V/def2-TZVPD.

Summary:
* frontier orbital gap: 7.27 eV
* charge: +1
* energy relative to the best compared isomer or geometry (same formula, charge and spin): 2.852 eV
* multiplicity: 1
* HOMO level: -10.64 eV

Geometry as XYZ:
```
110
C31H59Br18N2, DFT ωB97M-V/def2-TZVPD
C -0.67756 0.97275 3.14626
C 0.28172 1.23397 2.30570
C 1.58936 1.79154 1.51778
C 2.03515 0.77677 0.34882
N 2.76263 1.69701 -0.60654
C 0.87668 -0.00730 -0.48846
C 1.92877 -0.88744 -1.38380
N 3.02458 -1.14847 -0.63559
C 2.85159 -0.57821 0.75881
C 4.14886 -0.35370 1.67436
C 4.46404 -1.54310 2.71762
C 3.18491 -2.11055 3.51312
C 3.31778 -1.95483 5.13772
C 3.10842 -0.38669 5.47388
C 1.61774 -0.13900 6.09375
H -1.48213 0.94843 3.97015
H 2.43632 2.01483 2.28130
H 1.30191 2.81627 1.07545
H 2.01817 2.15124 -1.16567
H 3.24378 2.42102 -0.02975
H 0.13886 -0.62724 0.16068
H 0.24788 0.69080 -1.14923
H 1.81186 -1.23250 -2.47842
H 3.85009 -1.69005 -0.97145
H 1.98512 -1.23166 1.14892
H 4.11109 0.63183 2.28553
H 5.08883 -0.24572 0.99631
H 5.22348 -1.11137 3.48507
H 5.05178 -2.35315 2.13090
H 2.18764 -1.59284 3.24647
H 3.14757 -3.24726 3.32399
H 4.28412 -2.40581 5.55207
H 2.37876 -2.49722 5.55928
H 3.27461 0.31385 4.57497
H 3.87906 -0.06631 6.27419
H 1.52922 -0.50000 7.17775
H 1.33264 0.98826 6.08862
H 0.81123 -0.71959 5.49171
Br -3.62218 -0.54622 -4.47853
C -3.44698 0.68397 -2.97742
C -2.68892 1.92671 -3.37334
Br -0.77268 1.58040 -3.48714
H -2.97474 0.12978 -2.16542
H -4.47144 0.93307 -2.69341
H -2.79259 2.70017 -2.61048
H -2.99629 2.33171 -4.33818
Br 2.92617 0.63298 -4.92061
C 2.71168 -0.86050 -6.15534
C 1.33869 -1.47440 -6.03892
Br 1.20014 -2.59213 -4.44744
H 3.51874 -1.56416 -5.94643
H 2.85760 -0.43186 -7.14856
H 1.14745 -2.14668 -6.87645
H 0.53755 -0.73623 -5.98006
Br 2.17977 -3.94491 -8.88207
C 1.73155 -5.07479 -7.35730
C 1.66002 -6.52833 -7.75542
Br 0.00350 -6.92051 -8.70430
H 0.79742 -4.69417 -6.94245
H 2.53636 -4.91231 -6.63717
H 1.63944 -7.16844 -6.87150
H 2.47966 -6.83897 -8.40437
Br 6.05958 -2.37082 -3.13314
C 7.44321 -2.79654 -4.44035
C 6.89399 -2.76933 -5.84502
Br 5.85010 -4.37066 -6.22726
H 7.86109 -3.76344 -4.15855
H 8.20429 -2.02502 -4.30990
H 7.70474 -2.77800 -6.57568
H 6.24625 -1.91343 -6.03840
Br -2.68029 -0.35479 2.44268
C -3.13441 -1.48162 3.96759
C -3.19235 -2.93766 3.57526
Br -4.83709 -3.34590 2.61313
H -4.07461 -1.10549 4.37217
H -2.33668 -1.31034 4.69471
H -3.21654 -3.57403 4.46187
H -2.36468 -3.24548 2.93519
Br -2.05760 5.53519 -2.70680
C -3.51560 6.76360 -2.29985
C -4.85118 6.06300 -2.34925
Br -5.42976 5.77141 -4.18763
H -3.43701 7.59417 -3.00197
H -3.30878 7.12597 -1.29109
H -5.62853 6.68522 -1.90212
H -4.84579 5.08860 -1.85943
Br -7.56054 1.26116 -4.97933
C -7.52550 -0.61385 -5.50978
C -8.42296 -1.44849 -4.62994
Br -7.59858 -1.78413 -2.89532
H -6.48247 -0.93142 -5.48750
H -7.88153 -0.62373 -6.54173
H -8.57836 -2.43680 -5.06645
H -9.39120 -0.98506 -4.43759
Br -1.79884 1.30062 6.67483
C -0.83748 0.66845 8.24859
C -1.61523 0.94524 9.51148
Br -1.48994 2.82264 10.02078
H 0.14430 1.14210 8.23314
H -0.71945 -0.40623 8.09733
H -1.19156 0.39369 10.35274
H -2.67645 0.70903 9.42568
Br -1.27835 4.09642 4.88082
C -2.07265 5.26639 6.22203
C -3.43124 5.75668 5.78566
Br -3.27867 7.16855 4.45019
H -1.36050 6.07201 6.40336
H -2.15602 4.65187 7.12129
H -3.96210 6.21384 6.62268
H -4.05350 4.97365 5.35086
```

Number 1: DFT total energy -80473.13446 eV. Number 2: DFT total energy -39040.25685 eV. Number 3: DFT total energy -1325891.09636 eV. Number 4: DFT total energy -1296837.58532 eV.